9 unconnected molecules or ions with the total composition C12H42ClN2O14 in a non-equilibrium geometry, computed with wB97M-V/def2-TZVPD.

- molar mass (g mol⁻¹) = 473.9
- total energy (eV) = -57284.26762
- Kohn-Sham gap (Ha) = 0.331
- energy relative to the best compared isomer or geometry (same formula, charge and spin) (eV) = 1.230
- HOMO level (eV) = -6.6

Structure (ORCA input):
```
! wB97M-V def2-TZVPD RIJCOSX def2/J DEFGRID3
* xyz -1 1
Cl -3.19520 0.13706 1.74177
O -2.89147 -1.23262 1.41013
O -3.29885 0.90795 0.54770
O -4.44259 0.15900 2.47496
O -2.16583 0.79530 2.57132
O -0.28379 -0.13172 4.82681
H -0.34252 0.82293 4.86449
H -0.78133 -0.37211 4.04521
O -3.72535 -2.17792 4.87916
H -3.21204 -1.55184 4.36849
H -3.23824 -2.27697 5.69718
O -5.89665 2.54548 -0.59387
H -6.22741 2.03351 -1.33192
H -5.31793 1.94429 -0.12494
O -5.83084 -3.33123 3.46952
H -5.73128 -2.39174 3.31565
H -5.32543 -3.49904 4.26490
O -2.05440 -4.16361 3.04551
H -2.85893 -3.98638 2.55813
H -2.25792 -3.90876 3.94544
O -6.50410 2.44709 3.04698
H -5.83394 1.76845 2.96599
H -6.04705 3.18982 3.44155
C 1.64258 2.80935 -1.79627
O 2.21699 3.71270 -0.82779
C 3.56527 3.49558 -0.39900
C 3.73191 2.59708 0.90791
N 3.35339 1.26968 0.60728
C 3.79190 0.24220 1.48456
C 3.19798 -1.11946 1.12587
O 1.90390 -1.29288 0.59880
C 0.80185 -0.92281 1.43567
H 1.43832 1.88524 -1.25551
H 2.36240 2.58643 -2.58385
H 0.72538 3.11780 -2.29798
H 3.92175 4.49157 -0.13629
H 4.26756 3.03978 -1.09694
H 3.10314 2.97334 1.71487
H 4.80432 2.61159 1.10241
H 2.37375 1.19357 0.37360
H 3.38659 0.36225 2.48927
H 4.88129 0.20861 1.49848
H 3.31618 -1.68786 2.04838
H 3.91570 -1.52688 0.41384
H 0.65228 0.10758 1.75820
H 0.75312 -1.71593 2.18178
H -0.12340 -0.98689 0.86303
C -1.63867 2.35705 -1.87183
O -1.18065 1.45889 -2.84479
C -0.73469 0.17401 -2.36520
C 0.10641 -0.33371 -3.50188
N 0.18684 -1.81775 -3.63390
C 1.27273 -2.30733 -2.76788
C 2.68233 -1.83454 -3.06630
O 2.82452 -1.97829 -4.45516
C 4.11244 -2.01359 -4.95820
H -2.64837 2.23094 -1.48106
H -1.76851 3.34487 -2.31394
H -0.94657 2.47015 -1.03738
H -1.58179 -0.50031 -2.23932
H -0.30244 0.17558 -1.36457
H 0.98939 0.29894 -3.41138
H -0.28004 -0.03450 -4.47616
H 0.45745 -1.85084 -4.60641
H 1.12917 -3.38754 -2.79317
H 0.95042 -2.19313 -1.73289
H 3.44064 -2.44545 -2.57655
H 2.93432 -0.82420 -2.74411
H 4.76835 -1.21572 -4.60996
H 4.05034 -2.01843 -6.04641
H 4.65538 -2.93369 -4.74206
*
```